{"formula": "C8H12N2O", "method": "the ωB97M-V functional and the def2-TZVPD basis", "elements": ["O", "N", "N", "C", "C", "C", "C", "C", "C", "C", "C", "H", "H", "H", "H", "H", "H", "H", "H", "H", "H", "H", "H"], "coordinates": [[4.241993, 1.374975, -0.782442], [2.434463, -1.279262, 0.088037], [0.119313, -1.395652, 0.192685], [3.115306, 1.012781, -0.739041], [0.116240, -0.176397, -0.133960], [-0.695203, 1.890055, -1.065756], [-1.061030, -2.222899, 0.488195], [1.415838, -1.951721, 0.498003], [-1.189306, 0.543416, -0.338251], [2.505795, -0.111460, -0.346106], [-1.796660, 0.953196, 1.086770], [-1.740421, -0.074193, -1.080434], [2.244163, 1.785636, -0.911878], [-2.546784, 0.214255, 1.520655], [-1.110231, 1.194878, 1.857584], [-2.418053, 1.891183, 0.659890], [-1.512568, -1.725980, 1.315924], [-0.216535, 1.587212, -2.014593], [-1.261304, 2.748435, -1.209013], [-0.743151, -3.254389, 0.840547], [0.227667, 2.151775, -0.510081], [1.637395, -2.864431, 0.970600], [-1.766926, -2.291424, -0.387344]], "forces_ev_per_a": [[3.209, 0.146, -0.279], [-0.141, -0.061, 0.925], [0.818, -1.742, 1.079], [-3.547, 3.889, -0.416], [0.825, 1.765, -1.039], [2.675, -2.913, 0.453], [0.258, -1.265, -0.295], [1.296, 0.529, -1.378], [1.780, 1.545, -0.064], [-2.854, -3.256, 0.771], [-3.739, 0.407, -3.276], [-0.643, 0.472, 0.941], [1.108, -0.863, -0.153], [0.917, 0.867, -0.712], [0.946, 0.479, 0.249], [1.166, -1.849, 2.017], [-0.836, 0.053, 0.503], [-0.590, 0.113, 0.048], [-1.722, 1.170, -0.031], [-0.335, 1.267, -0.698], [-0.714, 0.312, 0.074], [-0.769, -1.156, 0.358], [0.891, 0.092, 0.925]], "e_tot_ha": -496.5540, "homo_lumo_gap_ha": 0.2957, "relative_energy_ev": 6.492}

{"formula": "C8H12N2O2", "method": "the ωB97M-V functional and the def2-TZVPD basis", "elements": ["O", "O", "N", "N", "C", "C", "C", "C", "C", "C", "C", "C", "H", "H", "H", "H", "H", "H", "H", "H", "H", "H", "H", "H"], "coordinates": [[0.157973, -0.254495, -0.201171], [3.684160, -1.198908, -0.889979], [2.822964, -1.593006, 0.091743], [2.752147, 1.765190, 0.972492], [1.317735, 1.312118, -1.813003], [0.612592, 0.625830, -1.069552], [-1.253000, -0.170524, 0.189326], [2.242798, -0.708628, 0.812324], [-1.550655, 1.136085, 1.015985], [-2.015712, -0.053603, -1.121649], [-1.580270, -1.465963, 0.914672], [2.522254, 0.673651, 0.710995], [3.536972, -0.196318, -1.189470], [-3.052509, 0.211080, -0.772434], [-0.654047, -2.003335, 0.830212], [-1.876634, -1.154041, 1.943258], [1.500615, 1.583655, -2.785135], [1.652850, -1.003200, 1.616622], [-0.850574, 1.189059, 1.950985], [-1.474576, 2.026836, 0.453372], [-1.843669, -0.917752, -1.844048], [-2.547238, 1.111064, 1.411170], [-1.737629, 0.979014, -1.569709], [-2.366550, -1.893811, 0.342984]], "forces_ev_per_a": [[0.104, 1.261, -0.554], [-0.624, 2.550, -0.896], [-0.137, 0.086, 0.507], [0.238, 0.579, -0.164], [-2.479, -2.052, 2.518], [0.998, 0.115, -0.926], [-0.864, 1.803, -0.858], [2.301, -0.820, -1.668], [2.034, -1.874, 1.952], [-0.557, 2.115, -0.300], [0.578, 2.144, 0.643], [0.370, 0.691, 1.157], [0.203, -2.598, 1.162], [0.442, -1.160, -0.882], [0.053, -0.930, 0.531], [0.245, -1.024, -0.606], [0.711, 0.871, -1.576], [-0.942, -0.709, 1.049], [-1.090, -0.027, -1.734], [0.452, 0.900, -0.748], [-0.616, 1.209, 1.020], [-0.642, -0.295, 0.144], [-0.084, -1.922, 0.152], [-0.694, -0.913, 0.078]], "e_tot_ha": -571.7861, "homo_lumo_gap_ha": 0.3709, "smiles": "C#COC(C)(C)C.N#C/C=N\\O", "relative_energy_ev": 7.818}